A 2-piece molecular cluster, C22H25ClFN2O2 overall in a non-equilibrium geometry, computed with ωB97M-V with the def2-TZVPD basis set.

**HOMO energy**: -11.4 eV
**Charge**: +1
**HOMO-LUMO gap**: 8.902 eV
**Calculated total energy**: -1673.04272 hartree
**LUMO level**: -2.46 eV

Atoms and positions in Å:
Cl 1.302214 -2.514210 -5.924212
C 0.033442 -3.027577 -4.703022
N 0.040404 -2.183528 -3.458756
C 1.373336 -2.305382 -2.724011
C 1.351642 -1.474836 -1.477390
N -0.006182 -0.878007 -1.346923
F -0.220604 0.818573 2.531138
C -1.070197 -1.916492 -1.264606
C -1.039594 -2.713926 -2.559666
C -0.344245 0.054707 -2.475923
C -0.284358 -0.710947 -3.749878
H -0.946511 -2.941248 -5.214027
H 0.257765 -4.080656 -4.437297
H 1.477196 -3.371412 -2.465326
H 2.142320 -1.951167 -3.417047
H 1.542198 -2.069448 -0.571815
H 2.112117 -0.675815 -1.478511
H -0.900063 -2.554081 -0.382796
H -2.036054 -1.396050 -1.125329
H -2.003851 -2.587104 -3.086196
H -0.799742 -3.769810 -2.337994
H -1.352726 0.425175 -2.244156
H 0.333542 0.919908 -2.453603
H 0.515376 -0.353604 -4.399360
H -1.268240 -0.721032 -4.235120
C 4.698176 -0.492085 1.820003
C 3.453096 -0.959980 2.250777
C 2.296556 -0.200014 1.991438
C 2.403150 0.998650 1.248459
C 1.151519 1.959273 0.949374
C 0.186647 2.115076 2.241472
C -1.133234 2.948069 1.931356
C -2.333634 2.620852 2.808237
C -2.604185 1.367690 3.420210
C -3.873799 1.069014 3.860694
C -4.830003 2.053156 4.018221
C -4.552836 3.287377 3.431073
C -3.359819 3.567198 2.764310
O -1.138647 3.848570 1.103456
O 0.755878 2.129551 -0.192364
C 3.669294 1.420319 0.793533
C 4.798728 0.678999 1.109020
H 5.632539 -1.042979 2.043280
H 3.403652 -1.883772 2.836047
H 1.312861 -0.473024 2.387463
H 0.567609 2.597065 3.180584
H -1.951917 0.501237 3.380034
H -3.965188 0.024462 4.159989
H -5.691412 1.818595 4.681723
H -5.274052 4.082699 3.580607
H -3.306747 4.452631 2.096789
H 3.702625 2.391864 0.297165
H 5.773969 1.097458 0.808853

Cartesian forces (eV/Å) of the 3 atoms listed first:
Cl -0.97 -0.29 1.05
C 0.53 -0.01 -0.95
N 0.09 0.11 -0.05

***

One molecule with the formula C22H25ClN4O6S in a non-equilibrium geometry, computed with ωB97M-V with the def2-TZVPD basis set.

**HOMO energy**: -8.5 eV
**HOMO-LUMO gap**: 8.605 eV
**SMILES string**: CS(=O)(=O)N(CC(=O)N/N=C/c1ccc(OCC(=O)N2CCOCC2)cc1)c1ccccc1Cl
**Calculated total energy**: -2382.15235 hartree
**LUMO level**: 0.12 eV

Atoms and positions in Å:
C -6.707302 -2.304093 0.093933
S -5.952607 -1.368488 -1.269623
O -6.954139 -0.571693 -1.907315
O -5.209539 -2.302647 -2.065381
N -4.812062 -0.326269 -0.623233
C -3.560160 -0.918802 -0.229605
C -3.506808 -1.211460 1.257632
O -4.478022 -1.251713 1.987071
N -2.258140 -1.434949 1.743392
N -1.165488 -1.385754 0.964369
C -0.019422 -1.613159 1.470735
C 1.178487 -1.570980 0.667166
C 1.124236 -1.273255 -0.700169
C 2.272869 -1.240736 -1.451537
C 3.515352 -1.505275 -0.863235
O 4.583781 -1.436545 -1.703292
C 5.880581 -1.652955 -1.187650
C 6.339595 -0.642889 -0.126575
O 6.818493 -1.037497 0.921713
N 6.214880 0.664263 -0.416852
C 5.650422 1.263258 -1.606492
C 4.387447 2.044416 -1.215668
O 4.672662 3.009804 -0.231436
C 5.214082 2.415545 0.926715
C 6.503796 1.654997 0.603983
C 3.581086 -1.802567 0.494912
C 2.420467 -1.832901 1.244051
C -5.209468 0.924342 -0.138918
C -6.441655 1.074457 0.492904
C -6.873116 2.306606 0.945667
C -6.072728 3.425301 0.793700
C -4.849507 3.304539 0.161259
C -4.431095 2.072862 -0.314204
Cl -2.932040 2.023237 -1.173716
H -6.588934 -3.352670 -0.145887
H -6.190909 -2.059476 1.015294
H -7.755079 -2.039340 0.143330
H -2.708126 -0.290851 -0.499729
H -3.479710 -1.855339 -0.788602
H -2.169299 -1.640903 2.743214
H 0.101533 -1.853586 2.534403
H 0.165235 -1.071103 -1.148345
H 2.245290 -1.013798 -2.505664
H 5.966530 -2.650643 -0.740542
H 6.548130 -1.600488 -2.053225
H 5.407809 0.513604 -2.354748
H 6.388231 1.963068 -2.017207
H 3.992827 2.589674 -2.074028
H 3.622893 1.342120 -0.848035
H 5.409910 3.229869 1.625315
H 4.483323 1.720742 1.369218
H 6.886719 1.139440 1.484875
H 7.258348 2.350258 0.222525
H 4.522442 -2.007125 0.978263
H 2.483023 -2.064621 2.297526
H -7.064947 0.207761 0.621306
H -7.834651 2.389159 1.428293
H -6.398015 4.388465 1.154570
H -4.217514 4.166764 0.013585

Cartesian forces (eV/Å) of the 3 atoms listed first:
C 0.33 0.38 -0.45
S -0.19 -0.25 -0.24
O -0.07 0.16 0.27

***

One molecule with the formula C22H25ClN6O3 in a non-equilibrium geometry, computed with ωB97M-V with the def2-TZVPD basis set.

**HOMO energy**: -8.3 eV
**HOMO-LUMO gap**: 8.865 eV
**SMILES string**: O=C(CCc1nnc2ccc(NCc3ccccc3Cl)nn12)N1CCC2(CC1)OCCO2
**Calculated total energy**: -1867.79662 hartree
**LUMO level**: 0.53 eV

Atoms and positions in Å:
O -0.344162 0.545503 -0.188744
C 0.202342 1.559745 0.207781
C -0.590430 2.790066 0.621214
C -2.074338 2.592234 0.299232
C -2.256758 2.494258 -1.170400
N -1.857680 3.368232 -2.068648
N -2.156077 2.924358 -3.284950
C -2.747183 1.754569 -3.148942
C -3.271287 0.819904 -4.065778
C -3.806944 -0.318812 -3.559894
C -3.826666 -0.534794 -2.138352
N -4.417149 -1.655667 -1.650006
C -4.200823 -2.079676 -0.280528
C -2.967037 -2.940206 -0.171277
C -1.723836 -2.357709 0.048205
C -0.578048 -3.130696 0.107670
C -0.654941 -4.503565 -0.051683
C -1.879594 -5.102774 -0.287926
C -3.019119 -4.318691 -0.354704
Cl -4.535626 -5.101876 -0.685195
N -3.355285 0.337279 -1.280778
N -2.832307 1.443398 -1.801346
N 1.551037 1.648856 0.278189
C 2.322537 2.713636 0.870457
C 2.943559 2.242560 2.187979
C 3.807757 1.001364 1.948523
C 2.976679 -0.085054 1.238597
C 2.356550 0.487572 -0.035148
O 4.310462 0.537450 3.185248
C 5.576107 -0.038692 2.948506
C 6.010482 0.528154 1.579938
O 4.942539 1.358638 1.183851
H -0.232344 3.657805 0.065791
H -0.460217 2.963427 1.691597
H -2.443308 1.668655 0.747180
H -2.644742 3.439093 0.686923
H -3.225359 1.032582 -5.121022
H -4.222993 -1.079461 -4.202448
H -4.592167 -2.396906 -2.311932
H -4.080489 -1.175910 0.316310
H -5.085128 -2.629581 0.049807
H -1.651205 -1.286135 0.149899
H 0.374648 -2.653653 0.277938
H 0.234754 -5.112987 -0.000631
H -1.954126 -6.170402 -0.426301
H 1.707446 3.594078 1.040776
H 3.131703 2.976987 0.180634
H 3.570501 3.026652 2.611012
H 2.171136 1.979127 2.910523
H 2.196931 -0.419026 1.924552
H 3.613839 -0.935553 0.993022
H 1.710494 -0.247896 -0.517048
H 3.151951 0.787655 -0.724816
H 5.503828 -1.132919 2.926121
H 6.238822 0.261878 3.762278
H 6.909622 1.144512 1.642285
H 6.171642 -0.271587 0.846459

Cartesian forces (eV/Å) of the 3 atoms listed first:
O -0.36 -0.31 -0.04
C 0.23 0.46 0.11
C -0.34 -0.19 -0.09

***

A 2-piece molecular cluster, C22H25F5IN3O5S overall in a non-equilibrium geometry, computed with ωB97M-V with the def2-TZVPD basis set.

**HOMO energy**: -8.4 eV
**HOMO-LUMO gap**: 6.351 eV
**SMILES string**: [H]/N=C\Cc1c(CCCCCCOC(=O)C=C)cc2nc(S(=O)(=O)C(F)(F)C(F)(F)F)cnc2c1I.CO
**Calculated total energy**: -2588.41455 hartree
**LUMO level**: -2.06 eV

Atoms and positions in Å:
H -0.621714 -6.066008 1.223190
N -0.076989 -5.598441 1.975266
C -0.831966 -4.626302 2.459013
C -2.346028 -4.321408 1.949372
C -2.443687 -2.849734 1.332273
C -2.485261 -2.741864 -0.248151
C -2.430445 -3.980586 -1.258058
C -0.912090 -4.165307 -1.838179
C 0.173365 -3.225659 -1.118492
C 1.694850 -3.572241 -1.601455
C 2.645284 -2.493952 -0.856216
C 2.927600 -1.177308 -1.778150
O 4.096089 -0.466182 -1.284066
C 3.741555 0.826249 -0.775017
O 3.380637 1.697016 -1.615108
C 3.814403 1.249233 0.750626
C 4.871309 0.887513 1.682364
C -2.546120 -1.325424 -0.858829
C -2.564814 -0.006549 0.019511
N -2.582316 1.238829 -0.693279
C -2.560174 2.359682 0.185463
S -2.521069 4.044425 -0.640670
O -3.325065 3.868879 -1.924432
O -1.115333 4.372590 -1.062290
C -3.357338 5.373963 0.367499
F -3.435494 6.526287 -0.494253
F -4.710864 5.044571 0.673697
C -2.510502 5.868624 1.664125
F -1.229361 5.284009 1.756982
F -2.314703 7.286023 1.560144
F -3.302000 5.591594 2.810630
C -2.567788 2.227305 1.735003
N -2.556532 1.014263 2.486525
C -2.532745 -0.089710 1.567280
C -2.481745 -1.544595 2.203578
I -2.463606 -1.770188 4.391757
H -0.367482 -4.007613 3.315080
H -3.009140 -4.409383 2.887403
H -2.641483 -5.141207 1.213331
H -3.084324 -3.680054 -2.165880
H -2.881870 -4.946537 -0.852318
H -0.901060 -4.050218 -2.989473
H -0.615223 -5.254432 -1.584404
H 0.037888 -2.104026 -1.344209
H 0.152410 -3.468975 0.004392
H 1.722251 -3.300223 -2.724839
H 1.976180 -4.660858 -1.389923
H 3.621536 -2.945828 -0.461462
H 2.063509 -2.096718 0.056601
H 3.006830 -1.462088 -2.899268
H 2.017785 -0.473226 -1.696320
H 2.985912 1.933217 1.143492
H 4.819545 -0.116851 2.249384
H 5.744912 1.606341 1.924041
H -2.571550 -1.213375 -2.007995
H -2.551389 3.209211 2.343514
C 4.367194 5.615689 -1.830299
O 4.753197 4.612798 -0.904281
H 5.181316 6.334380 -1.930748
H 4.164685 5.160501 -2.803140
H 3.473990 6.129967 -1.466008
H 4.015035 3.989913 -0.834325

Cartesian forces (eV/Å) of the 3 atoms listed first:
H 0.42 0.16 0.43
N -2.55 2.51 0.78
C 0.91 -1.60 -0.86

***

C22H25F5NO2SmTe as an isolated structure in a non-equilibrium geometry, computed with ωB97M-V with the def2-TZVPD basis set.

**HOMO energy (spin up / spin down)**: -6.4 / -6.4 eV
**HOMO-LUMO gap (spin up / spin down)**: 4.630 / 4.641 eV
**2S+1**: 6
**Calculated total energy**: -2483.82924 hartree
**LUMO level (spin up / spin down)**: -1.81 / -1.81 eV

Atoms and positions in Å:
C 2.345040 0.373932 2.503516
C 2.194517 -0.459619 1.357660
C 2.026704 0.379314 0.222884
H 2.317741 -1.539992 1.321207
C 2.084451 1.734758 0.669201
C 2.267601 1.740381 2.080033
H 2.090753 2.611055 0.020888
C -1.509649 -2.444182 2.634516
C -0.228682 -2.757490 2.069180
C -0.389783 -2.905553 0.669920
H 0.700594 -2.858779 2.629633
C -1.737322 -2.531125 0.323592
C -2.442841 -2.362301 1.563072
H 1.986001 0.054990 -0.817173
H 2.330605 2.624759 2.712529
H 2.548544 0.030438 3.512384
H -3.514080 -2.208856 1.669149
H 0.370526 -3.249005 -0.029868
H -1.722554 -2.299427 3.699456
Sm -0.088630 0.816556 1.807554
C -2.011036 -1.677964 -0.930501
C -3.503357 -1.587704 -1.216792
C -1.268585 -2.241710 -2.127924
H -3.940269 -2.599453 -1.251619
H -3.666506 -1.133816 -2.203136
H -4.059353 -1.004687 -0.471654
H -1.533956 -3.304982 -2.246106
H -0.181104 -2.153180 -2.033141
H -1.582387 -1.714767 -3.035270
C -1.405631 -0.303126 -0.426758
C -1.152634 1.131343 -0.952951
H -0.387281 -0.653365 -0.128253
H -2.040479 -0.127380 0.473872
O -0.654816 1.853065 0.011201
N -1.301947 1.611371 -2.192368
C -0.356891 2.681983 -2.689601
H -2.254496 1.615677 -2.547824
C 0.930753 2.012951 -3.054718
C 2.180795 2.593735 -2.846508
H 2.235564 3.586598 -2.399480
C 3.331450 1.867680 -3.167871
H 4.316899 2.310018 -3.013790
C 3.233070 0.582665 -3.718399
H 4.129372 0.037436 -4.029586
C 1.973951 -0.004900 -3.904477
H 1.852324 -1.010549 -4.315454
C 0.832405 0.729028 -3.586883
H -0.165909 0.306901 -3.707099
H -0.250283 3.471308 -1.932155
H -0.819924 3.079687 -3.599654
F -1.519279 2.199996 6.215384
Te -0.658164 0.807641 5.255221
F 0.137288 0.175965 6.860357
F 0.926398 1.839025 4.987600
F 0.314956 -0.574951 4.238984
F -2.026781 -0.490190 5.472740
O -1.283669 1.338808 3.595298

Cartesian forces (eV/Å) of the 3 atoms listed first:
C 0.59 0.10 -0.51
C 0.62 0.53 0.15
C 0.48 0.57 0.39

***

One molecule with the formula C22H25FN2O5S in a non-equilibrium geometry, computed with ωB97M-V with the def2-TZVPD basis set.

**HOMO energy**: -8.2 eV
**HOMO-LUMO gap**: 8.788 eV
**SMILES string**: CC1(C)Cc2cccc(OCC(=O)N3CCN(S(=O)(=O)c4ccccc4F)CC3)c2O1
**Calculated total energy**: -1837.10173 hartree
**LUMO level**: 0.55 eV

Atoms and positions in Å:
C 1.063395 3.865891 -1.480961
C 0.898569 2.772158 -0.428860
C -0.580405 2.551238 -0.098873
C 1.721939 3.059548 0.851413
C 2.563082 1.826127 0.986827
C 3.437503 1.430525 1.978069
C 4.065479 0.204116 1.839709
C 3.835946 -0.603285 0.735728
C 2.967637 -0.208512 -0.276912
O 2.687794 -0.919422 -1.418677
C 3.061215 -2.280803 -1.455450
C 2.332482 -3.094346 -0.378539
O 2.954179 -3.722596 0.458554
N 0.985420 -3.047376 -0.399284
C 0.144423 -2.373650 -1.362862
C -0.530564 -1.162278 -0.708842
N -1.192520 -1.518628 0.526188
S -2.757956 -2.055296 0.307593
O -2.908655 -2.792889 -0.917556
O -3.214184 -2.659746 1.519157
C -3.587530 -0.477161 0.074812
C -4.376124 -0.258386 -1.039445
C -5.017419 0.957852 -1.209086
C -4.868747 1.955642 -0.258393
C -4.080963 1.747517 0.861494
C -3.447041 0.526064 1.015664
F -2.672741 0.325824 2.093020
C -0.373005 -2.277618 1.446848
C 0.239348 -3.501800 0.758532
C 2.328769 1.022448 -0.119933
O 1.414981 1.543707 -0.984071
H 0.516440 3.597484 -2.380908
H 0.685048 4.811489 -1.101858
H 2.114112 3.977901 -1.737709
H -0.683099 1.772516 0.653809
H -1.118846 2.242180 -0.991764
H -1.019620 3.471260 0.278028
H 1.076038 3.209483 1.717326
H 2.344642 3.949148 0.734308
H 3.616124 2.055314 2.839021
H 4.744590 -0.140743 2.603727
H 4.331215 -1.558562 0.685603
H 2.805992 -2.633220 -2.458191
H 4.139529 -2.410233 -1.306951
H 0.715889 -2.043384 -2.226498
H -0.634799 -3.075136 -1.682751
H -1.286011 -0.752721 -1.381176
H 0.211889 -0.391289 -0.499148
H -4.468538 -1.058116 -1.757427
H -5.632443 1.126030 -2.079144
H -5.368769 2.903296 -0.387091
H -3.953421 2.511037 1.612204
H -1.018765 -2.575914 2.272143
H 0.419683 -1.619545 1.818151
H 0.926939 -4.024509 1.424706
H -0.558114 -4.178640 0.435740

Cartesian forces (eV/Å) of the 3 atoms listed first:
C 0.04 -0.43 0.16
C -0.49 0.69 0.15
C 0.44 -0.12 -0.17